(1)
Density functional theory data (ωB97M-V/def2-TZVPD) for a 2-piece molecular cluster, C4H15N2O overall in a non-equilibrium geometry.

ORCA input file:
```
! wB97M-V def2-TZVPD RIJCOSX def2/J DEFGRID3
* xyz 1 1
O -0.67061 2.48037 2.49194
N -1.46543 -0.12820 1.22893
N 0.40181 -0.87208 -0.89430
C 0.78973 0.18637 -3.04399
C 0.69729 -1.06193 0.52789
C 1.07892 0.23725 -1.53521
C -0.57141 -1.34560 1.28381
H 1.25987 -1.99756 0.60555
H -0.46137 -1.67158 2.30653
H -2.28299 -0.31612 1.82093
H -1.17915 -2.08331 0.83750
H -0.12154 2.74976 3.23643
H 1.61379 -0.35200 -3.51586
H 0.38290 -1.73566 -1.40997
H -1.90431 0.03419 0.33084
H -1.03571 0.68150 1.68784
H 1.27315 -0.22771 0.92024
H -1.27750 3.21748 2.38247
H 2.15722 0.25056 -1.34594
H 0.70876 1.18047 -1.13333
H -0.13033 -0.36779 -3.22329
H 0.73691 1.14159 -3.55903
*
```

Results
Energy relative to the best compared isomer or geometry (same formula, charge and spin) in kcal per mole: 24.75
Maximum force in eV/A: 2.2
E_tot in eV: -9412.589
Highest occupied orbital energy in eV: -12.472
Kohn-Sham gap in eV: 9.3



(2)
Density functional theory data (ωB97M-V/def2-TZVPD) for a 2-piece molecular cluster, C4H15N2O overall in a non-equilibrium geometry.

ORCA input file:
```
! wB97M-V def2-TZVPD RIJCOSX def2/J DEFGRID3
* xyz 1 1
O 0.24922 1.26573 -2.81348
N -1.20750 0.29656 1.57206
N 0.93211 -0.82940 -1.17935
C -2.08139 1.12142 0.75241
C 0.64327 -0.37340 0.26328
C -0.65292 -0.87994 0.79890
C 1.83562 -0.82115 1.24543
H -1.33983 -1.21620 0.05786
H -0.58949 -1.77975 1.48727
H -2.05005 2.25437 1.04681
H 1.35515 0.01103 -1.73915
H -1.64232 1.16572 -0.25536
H 1.84538 -1.79464 1.82020
H -1.68231 0.11930 2.46681
H -3.09343 0.80307 0.62896
H 0.30364 2.18154 -2.54420
H 0.60464 0.71243 0.33144
H -0.00367 -0.96547 -1.70272
H 2.03002 -0.08629 2.09930
H 1.49356 -1.66756 -1.31374
H 0.26753 1.36981 -3.80289
H 2.78276 -0.88719 0.78014
*
```

Results
Energy relative to the best compared isomer or geometry (same formula, charge and spin) in kcal per mole: 48.09
Maximum force in eV/A: 3.4
E_tot in eV: -9411.577
Highest occupied orbital energy in eV: -12.580
Kohn-Sham gap in eV: 9.3



(3)
Density functional theory data (ωB97M-V/def2-TZVPD) for C4H15N2O2 as an isolated structure in a non-equilibrium geometry.

ORCA input file:
```
! wB97M-V def2-TZVPD RIJCOSX def2/J DEFGRID3
* xyz 1 1
O -0.55540 0.22349 2.06510
O -5.89679 -0.46901 -1.03897
N 3.03830 -1.82513 -1.33005
N -0.16422 0.67494 -0.43860
C 0.98103 1.15984 0.40821
C 2.28803 -0.59854 -1.28214
C 1.96874 -0.12090 0.17088
C 0.41423 1.24874 1.83173
H 2.74989 0.13115 -1.98914
H -3.11282 -0.29656 -0.31091
H 3.92915 -1.72793 -1.03111
H 2.82987 0.19288 0.76013
H 1.56057 -0.99986 0.68121
H -6.67649 -0.72567 -1.51611
H -1.04842 0.01255 1.32706
H -0.12423 2.17577 1.99833
H -0.51746 1.44552 -1.03895
H 1.48807 2.07014 0.06428
H 1.24614 -0.76859 -1.64560
H 2.65104 -2.66243 -0.91360
H 1.22599 1.15745 2.58122
H -6.07316 0.36624 -0.75708
H -2.54128 -0.48999 -0.81027
*
```

Results
Energy relative to the best compared isomer or geometry (same formula, charge and spin) in kcal per mole: 195.36
Maximum force in eV/A: 5.3
E_tot in eV: -11452.786
Highest occupied orbital energy in eV: -13.784
Kohn-Sham gap in eV: 5.0